1.
The following is a quantum chemistry calculation of a 3-piece molecular cluster, C3H9O4S overall at a distorted geometry, from OMol25.

Output
- Net charge: -1
- ΔE to the lowest compared entry with this formula, charge and spin: 589.5 kJ/mol
- LUMO level: -0.36 eV

Geometry as XYZ:
```
17
Properties=species:S:1:pos:R:3:mulliken_charge:R:1
O -0.109 1.953 0.573 -0.481
C 0.189 1.093 -0.453 0.544
O -0.123 1.542 -1.617 -0.567
C -0.636 -0.216 -0.138 -0.923
C 0.208 -1.185 0.698 -0.480
S 1.728 -1.821 -0.092 -0.304
H -1.479 0.072 0.494 0.535
H -0.967 -0.727 -1.032 0.336
H 0.399 -0.652 1.631 0.277
H -0.490 -1.950 1.095 0.452
H 1.271 0.806 -0.297 0.118
H -0.466 1.565 1.418 0.396
H -1.503 0.756 3.509 0.092
O -1.219 0.593 2.605 -0.983
H 0.653 0.056 -2.923 0.381
H 1.394 -1.138 -2.307 0.250
O 1.149 -0.748 -3.162 -0.641
```

2.
The following is a quantum chemistry calculation of C6H13O2PS2 as an isolated structure at a distorted geometry, from OMol25.

Output
- ΔE to the lowest compared entry with this formula, charge and spin: 194.9 kJ/mol
- LUMO level: -0.49 eV

Geometry as XYZ:
```
24
Properties=species:S:1:pos:R:3:mulliken_charge:R:1
C -0.421 0.573 -0.098 1.399
C 0.238 -0.839 -0.149 1.256
C -1.015 1.118 -1.399 -1.806
C -1.587 0.562 0.944 -1.629
C 1.159 -0.909 -1.354 -1.399
C -0.781 -2.032 -0.365 -1.615
O 0.553 1.579 0.335 -0.484
O 0.992 -1.079 0.962 -0.770
P 1.368 1.002 1.617 0.868
S 0.968 1.144 3.477 -0.315
S 3.232 1.769 1.180 -0.241
H -1.182 0.217 -2.108 0.323
H -0.464 1.762 -1.987 0.446
H -2.009 1.652 -1.333 0.349
H -1.330 -0.186 1.713 0.343
H -2.431 0.323 0.280 0.488
H -1.406 1.562 1.487 0.358
H 1.559 -1.898 -1.224 0.501
H 1.899 -0.149 -1.173 0.260
H 0.411 -0.784 -2.194 0.337
H -0.205 -2.871 -0.450 0.578
H -1.498 -1.977 -1.199 0.296
H -1.532 -2.261 0.524 0.274
H 3.483 1.722 2.514 0.182
```

3.
The following is a quantum chemistry calculation of C9H7F6O3PSV as an isolated structure at a distorted geometry, from OMol25.

Output
- ΔE to the lowest compared entry with this formula, charge and spin: 64.1 kJ/mol
- 2S+1: 4
- LUMO level (alpha / beta): -0.57 / -2.16 eV
- <S²>: 3.77

Geometry as XYZ:
```
28
Properties=species:S:1:pos:R:3:mulliken_charge:R:1
V -0.339 -1.118 -1.658 1.029
O -1.092 -1.218 2.249 -0.590
C -0.819 -0.662 1.222 0.484
O -1.115 -1.230 0.033 -0.422
C -0.155 0.683 1.149 0.450
C 0.186 1.189 2.411 -0.695
C 0.781 2.421 2.577 -0.559
C 1.051 3.187 1.450 -0.517
C 0.722 2.711 0.197 -0.827
C 0.110 1.463 0.010 0.518
S -0.295 1.142 -1.701 -0.255
H -0.041 0.569 3.267 0.470
H 1.027 2.781 3.566 0.397
H 1.515 4.161 1.543 0.386
H 0.926 3.319 -0.675 0.435
C 2.899 -0.228 -1.472 -1.045
C 1.902 -1.256 -1.021 0.933
O 2.044 -2.254 -0.423 -0.375
H 3.902 -0.573 -1.229 0.347
H 2.645 0.703 -0.963 0.216
H 2.754 -0.078 -2.540 0.322
F 0.254 -2.012 -3.103 -0.637
P -3.104 -2.265 -0.742 1.339
F -1.960 -3.301 -1.093 -0.266
F -3.733 -0.946 -0.198 -0.272
F -4.275 -2.876 -1.512 -0.214
F -3.284 -2.946 0.644 -0.280
F -2.507 -1.367 -1.989 -0.372
```

4.
The following is a quantum chemistry calculation of C28H48BKO32 as an isolated structure at a distorted geometry, from OMol25.

Output
- LUMO level: -3.17 eV

Geometry as XYZ:
```
110
Properties=species:S:1:pos:R:3:mulliken_charge:R:1
K -4.903 7.716 -1.590 0.999
O 1.141 -3.904 1.930 -0.648
C 1.388 -2.701 1.589 0.617
O 0.500 -1.856 1.090 -0.416
B 1.095 -0.512 0.939 1.008
O 2.519 -0.618 1.345 -0.468
C 2.714 -1.870 1.812 0.584
O 3.761 -2.214 2.339 -0.600
O 0.429 0.559 1.685 -0.456
C 0.220 1.502 0.829 0.517
O -0.354 2.561 0.956 -0.637
C 0.644 1.059 -0.624 0.689
O 0.994 -0.168 -0.539 -0.489
O 0.466 1.594 -1.735 -0.701
C -5.068 -1.059 -6.041 -0.668
O -5.560 -1.498 -7.313 -0.313
C -6.225 -0.799 -8.183 0.819
O -6.556 -1.271 -9.309 -0.604
O -6.288 0.464 -7.802 -0.321
C -7.089 1.464 -8.369 -0.622
H -4.516 -1.836 -5.513 0.304
H -5.614 -0.478 -5.299 0.316
H -4.350 -0.263 -6.238 0.287
H -8.135 1.156 -8.367 0.296
H -6.836 1.663 -9.410 0.282
H -7.015 2.332 -7.713 0.226
C -0.124 -1.233 9.069 -0.672
O -0.356 -2.657 8.764 -0.311
C -1.437 -3.143 8.221 0.801
O -2.449 -2.523 7.924 -0.595
O -1.133 -4.321 7.773 -0.298
C -1.956 -5.140 7.013 -0.672
H -0.548 -0.494 8.389 0.316
H 0.944 -1.042 9.176 0.271
H -0.607 -0.879 9.980 0.293
H -1.459 -6.086 6.800 0.266
H -2.190 -4.758 6.019 0.303
H -2.874 -5.491 7.483 0.299
C -10.613 2.978 -1.564 -0.601
O -10.012 2.356 -0.423 -0.289
C -8.632 2.330 -0.281 0.762
O -7.859 2.997 -0.998 -0.612
O -8.283 1.320 0.547 -0.258
C -6.943 1.179 0.884 -0.626
H -11.648 2.666 -1.429 0.227
H -10.199 2.575 -2.489 0.300
H -10.457 4.051 -1.678 0.269
H -6.363 2.100 0.818 0.322
H -6.366 0.447 0.317 0.263
H -7.169 0.888 1.910 0.242
C -0.331 14.004 -0.207 -0.605
O 0.448 13.306 -1.210 -0.283
C 0.525 11.980 -1.088 0.792
O -0.070 11.188 -0.318 -0.593
O 1.401 11.617 -2.063 -0.306
C 1.676 10.170 -2.235 -0.627
H -0.451 15.077 -0.358 0.243
H 0.064 13.793 0.786 0.279
H -1.321 13.561 -0.315 0.277
H 0.772 9.581 -2.081 0.296
H 2.437 9.894 -1.505 0.279
H 1.927 9.988 -3.280 0.248
C 0.523 -3.654 -9.019 -0.675
O 0.278 -2.224 -9.139 -0.321
C -0.551 -1.750 -10.163 0.778
O -1.140 -2.504 -10.913 -0.536
O -0.683 -0.389 -10.240 -0.310
C -0.023 0.487 -9.327 -0.585
H -0.058 -4.172 -8.255 0.268
H 1.586 -3.866 -8.901 0.267
H 0.289 -4.146 -9.963 0.318
H 1.036 0.269 -9.186 0.288
H -0.584 0.476 -8.392 0.259
H 0.037 1.522 -9.665 0.250
C -1.634 7.555 8.070 -0.644
O -1.316 7.148 9.466 -0.328
C -1.959 7.629 10.473 0.879
O -2.840 8.480 10.432 -0.622
O -1.457 7.132 11.519 -0.314
C -2.018 7.293 12.842 -0.642
H -0.703 7.761 7.543 0.248
H -2.255 8.450 8.052 0.320
H -2.015 6.766 7.421 0.264
H -3.084 7.071 12.887 0.300
H -2.030 8.340 13.145 0.296
H -1.479 6.698 13.579 0.243
C 10.191 -4.385 -2.303 -0.632
O 10.276 -4.542 -3.713 -0.297
C 11.376 -4.082 -4.445 0.763
O 12.343 -3.413 -3.972 -0.599
O 11.175 -4.492 -5.646 -0.270
C 11.967 -3.952 -6.759 -0.667
H 11.055 -4.541 -1.657 0.301
H 9.354 -4.959 -1.906 0.245
H 10.040 -3.312 -2.187 0.284
H 11.409 -4.093 -7.685 0.263
H 12.747 -4.699 -6.906 0.292
H 12.412 -2.961 -6.672 0.319
C 4.393 -14.856 2.449 -0.598
O 4.461 -13.939 3.542 -0.288
C 5.228 -12.814 3.385 0.714
O 5.962 -12.589 2.446 -0.529
O 5.108 -12.056 4.554 -0.284
C 5.823 -10.905 4.871 -0.616
H 5.320 -15.429 2.458 0.268
H 4.178 -14.295 1.540 0.295
H 3.571 -15.564 2.561 0.226
H 5.819 -10.893 5.960 0.222
H 5.309 -10.033 4.465 0.275
H 6.858 -10.875 4.530 0.315
```

5.
The following is a quantum chemistry calculation of a 2-piece molecular cluster, C4H2O overall at a distorted geometry, from OMol25.

Output
- ΔE to the lowest compared entry with this formula, charge and spin: 325.2 kJ/mol
- LUMO level (alpha / beta): -1.20 / -1.19 eV

Geometry as XYZ:
```
7
Properties=species:S:1:pos:R:3:mulliken_charge:R:1
C 0.930 0.878 -0.240 -0.050
C -3.050 0.151 0.078 0.194
C -0.006 0.040 -0.130 0.041
C -0.938 -0.965 -0.350 -0.633
O -4.186 0.301 -0.058 -0.180
H 1.684 1.609 -0.139 0.415
H -0.959 -1.863 0.423 0.214
```

6.
The following is a quantum chemistry calculation of a single C9H21NO2 molecule at a distorted geometry, from OMol25.

Output
- ΔE to the lowest compared entry with this formula, charge and spin: 212.4 kJ/mol
- LUMO level: 0.91 eV
- SMILES string: CCN(CC)COOC(C)(C)C

Geometry as XYZ:
```
33
Properties=species:S:1:pos:R:3:mulliken_charge:R:1
C 1.653 2.058 0.541 -0.828
C 2.156 1.345 -0.708 -0.549
N 1.951 -0.108 -0.714 0.289
C 2.866 -1.045 -0.085 -0.817
C 2.467 -1.417 1.366 -0.827
C 0.813 -0.725 -1.336 -0.741
O -0.203 -1.294 -0.612 -0.317
O -0.827 -0.152 0.081 0.096
C -2.226 -0.062 0.073 1.809
C -2.521 1.350 0.551 -1.734
C -2.792 -1.111 0.979 -1.728
C -2.673 -0.315 -1.334 -1.888
H 0.561 1.799 0.608 -0.014
H 1.704 3.095 0.424 0.444
H 2.086 1.723 1.474 0.285
H 1.582 1.778 -1.554 0.271
H 3.200 1.523 -0.850 0.372
H 3.820 -0.563 -0.017 0.377
H 2.964 -1.902 -0.688 0.432
H 1.698 -2.211 1.277 0.211
H 3.340 -1.690 1.968 0.401
H 2.082 -0.523 1.834 0.153
H 0.308 0.009 -2.010 0.223
H 1.257 -1.583 -1.891 0.437
H -3.613 1.479 0.610 0.420
H -2.255 2.047 -0.214 0.432
H -1.995 1.612 1.501 0.322
H -3.872 -0.958 1.119 0.397
H -2.666 -2.090 0.608 0.437
H -2.315 -1.068 1.986 0.346
H -3.769 -0.227 -1.326 0.494
H -2.353 0.505 -1.990 0.385
H -2.427 -1.278 -1.670 0.412
```

7.
The following is a quantum chemistry calculation of C5H10N2O2S2 as an isolated structure at a distorted geometry, from OMol25.

Output
- ΔE to the lowest compared entry with this formula, charge and spin: 0.0 kJ/mol
- LUMO level: 0.70 eV

Geometry as XYZ:
```
21
Properties=species:S:1:pos:R:3:mulliken_charge:R:1
C 1.647 -0.918 0.177 0.629
C 2.545 1.050 -0.404 -0.601
C 3.679 0.312 -0.518 -0.284
C 0.656 -1.934 0.716 -1.249
C -2.283 1.938 -0.299 -0.890
N 1.444 0.369 0.019 -0.474
N -1.529 0.788 0.161 -0.386
O -3.253 -1.466 1.003 -0.508
O -1.944 -1.813 -1.076 -0.485
S 3.306 -1.307 -0.039 -0.159
S -2.857 -0.999 -0.343 0.716
H 2.550 2.054 -0.614 0.463
H 4.577 0.668 -0.915 0.446
H 0.026 -2.153 -0.081 0.345
H -0.081 -1.632 1.369 0.382
H 1.039 -2.912 0.992 0.367
H -3.318 1.900 -0.096 0.346
H -1.876 2.738 0.320 0.340
H -1.931 1.970 -1.393 0.295
H -1.804 0.713 1.117 0.343
H -0.591 0.637 -0.096 0.366
```

8.
The following is a quantum chemistry calculation of a 11-piece molecular cluster, C20H62O18 overall at a distorted geometry, from OMol25.

Output
- LUMO level: 0.16 eV
- SMILES string: CC(C)O.CC(C)O.OCCO.OCCO.OCCO.OCCO.OCCO.OCCO.OCCO.O.O

Geometry as XYZ:
```
100
Properties=species:S:1:pos:R:3:mulliken_charge:R:1
C 0.602 -0.032 0.143 -1.304
C 1.768 0.213 -0.777 0.314
C 1.692 1.665 -1.258 -1.154
O 2.933 0.134 0.055 -0.477
H 0.660 -0.983 0.673 0.329
H -0.315 -0.001 -0.445 0.378
H 0.515 0.777 0.868 0.364
H 1.856 -0.456 -1.633 0.318
H 2.312 1.968 -2.102 0.339
H 1.852 2.379 -0.451 0.251
H 0.684 1.830 -1.640 0.354
H 2.705 0.540 0.895 0.295
C 2.091 8.751 3.293 -1.216
C 2.578 7.468 4.089 0.360
C 1.427 7.069 5.066 -1.217
O 2.591 6.412 3.171 -0.499
H 2.727 9.000 2.443 0.363
H 2.018 9.672 3.872 0.350
H 1.120 8.599 2.821 0.302
H 3.554 7.641 4.541 0.266
H 1.713 6.145 5.568 0.312
H 0.534 6.766 4.519 0.326
H 1.300 7.844 5.822 0.364
H 3.218 6.581 2.464 0.289
O -2.566 1.861 -7.393 -0.544
C -1.209 1.667 -7.005 -0.384
C -1.024 0.374 -6.201 -0.364
O -1.600 0.348 -4.847 -0.506
H -2.709 2.607 -7.980 0.297
H -0.666 1.753 -7.946 0.299
H -1.063 2.612 -6.481 0.285
H 0.060 0.262 -6.226 0.348
H -1.460 -0.383 -6.854 0.264
H -2.557 0.342 -4.934 0.305
O 2.701 -3.852 4.534 -0.523
C 2.234 -3.125 5.565 -0.560
C 0.722 -3.092 5.671 -0.289
O 0.274 -4.286 6.241 -0.529
H 2.536 -4.783 4.700 0.327
H 2.764 -3.667 6.347 0.348
H 2.794 -2.193 5.641 0.359
H 0.248 -2.920 4.705 0.264
H 0.418 -2.375 6.434 0.309
H -0.683 -4.308 6.311 0.292
O -0.941 -4.570 -3.355 -0.501
C -1.318 -5.131 -4.617 -0.432
C -0.770 -6.627 -4.656 -0.394
O 0.647 -6.777 -4.716 -0.504
H -1.054 -3.617 -3.373 0.280
H -2.406 -5.187 -4.635 0.270
H -0.906 -4.414 -5.327 0.352
H -1.341 -7.126 -5.439 0.340
H -1.213 -7.184 -3.831 0.250
H 0.930 -6.007 -4.218 0.340
O -6.374 2.721 1.249 -0.519
C -6.150 1.296 1.057 -0.331
C -7.280 0.582 0.281 -0.364
O -7.808 1.149 -0.889 -0.512
H -6.290 3.187 0.414 0.294
H -5.257 1.153 0.447 0.259
H -6.108 0.818 2.035 0.301
H -8.166 0.559 0.917 0.293
H -6.990 -0.445 0.060 0.251
H -8.755 1.258 -0.778 0.327
O -4.337 5.844 -1.539 -0.507
C -3.045 5.878 -2.182 -0.311
C -2.032 6.694 -1.336 -0.375
O -1.962 8.115 -1.682 -0.521
H -4.619 6.761 -1.500 0.282
H -2.893 4.808 -2.038 0.227
H -3.094 6.055 -3.256 0.290
H -1.008 6.331 -1.424 0.257
H -2.401 6.661 -0.311 0.347
H -1.929 8.591 -0.849 0.311
O -4.721 -7.181 0.709 -0.524
C -3.336 -6.801 1.051 -0.435
C -3.127 -5.190 1.216 -0.373
O -3.759 -4.522 2.383 -0.518
H -4.865 -8.102 0.938 0.298
H -3.149 -7.371 1.962 0.308
H -2.619 -7.233 0.353 0.336
H -3.409 -4.709 0.280 0.270
H -2.057 -4.988 1.263 0.321
H -4.665 -4.829 2.302 0.314
O 5.461 -3.928 -1.172 -0.456
C 6.757 -4.488 -0.927 -0.295
C 6.952 -4.898 0.470 -0.471
O 7.087 -3.811 1.311 -0.492
H 5.290 -3.281 -0.483 0.270
H 6.906 -5.400 -1.505 0.294
H 7.545 -3.818 -1.272 0.271
H 7.940 -5.358 0.443 0.253
H 6.277 -5.679 0.822 0.317
H 6.266 -3.758 1.805 0.314
O 3.780 1.862 3.747 -0.630
H 3.309 2.693 3.680 0.313
H 4.694 2.090 3.577 0.312
O 7.194 0.171 -0.243 -0.624
H 7.513 0.018 0.647 0.306
H 6.254 0.313 -0.139 0.314
```